C49H38ClN9NaO5S as an isolated structure. Source: OMol25; level of theory: ωB97M-V with the def2-TZVPD basis set.

Positions of all 104 atoms, in Å:
Na -0.6842 -0.7574 0.7095
Cl 1.8648 -7.1676 3.1866
C 0.9743 -5.8422 2.4677
C 0.4748 -5.9799 1.1672
C -0.2326 -4.9562 0.5968
C -0.4500 -3.6971 1.2569
O -1.0878 -2.7567 0.7085
C 0.0543 -3.6166 2.6048
C -0.1830 -2.4601 3.4141
N -0.7199 -1.3736 3.0080
C -0.8376 -0.2789 3.8337
C 0.0561 0.0177 4.8486
C -0.0981 1.1497 5.6641
C -1.1516 2.0016 5.4838
C -2.0757 1.7581 4.4440
C -3.1816 2.5997 4.2060
C -4.0319 2.3230 3.1741
C -3.7536 1.2095 2.3593
N -2.7568 0.3886 2.5607
C -1.9184 0.6319 3.5941
C 0.7500 -4.6919 3.1762
H 0.6530 -6.8996 0.6234
H -0.6239 -5.0649 -0.4048
H 0.0827 -2.5742 4.4781
H 0.9157 -0.6260 4.9901
H 0.6336 1.3472 6.4390
H -1.2818 2.8746 6.1124
H -3.3391 3.4595 4.8475
H -4.8949 2.9446 2.9742
H -4.3902 0.9951 1.5052
H 1.1225 -4.6031 4.1911
C -0.1927 -4.0788 -4.2611
O -1.4408 -3.9214 -3.5766
C -1.1400 -3.3204 -2.3843
N 0.0720 -3.0743 -2.1418
C 0.8403 -3.3656 -3.3467
C 1.3807 -2.0783 -3.9656
C 1.8739 -2.0932 -5.2678
C 2.3661 -0.9336 -5.8474
C 2.3740 0.2545 -5.1319
C 1.9001 0.2758 -3.8293
C 1.4052 -0.8853 -3.2509
C -2.2850 -2.8126 -1.5722
C -3.3182 -3.5559 -1.0108
C -4.3194 -2.8767 -0.3483
C -4.2978 -1.4902 -0.2829
C -3.2491 -0.8321 -0.9016
N -2.2843 -1.4874 -1.5536
C -3.0825 0.6339 -1.0109
N -1.9614 1.1725 -1.2336
C -2.1783 2.5881 -1.4978
C -3.6858 2.7751 -1.1672
O -4.1800 1.4414 -0.9641
C -1.8204 2.8743 -2.9444
C -2.1472 1.9639 -3.9463
C -1.7587 2.1908 -5.2567
C -1.0491 3.3366 -5.5871
C -0.7374 4.2553 -4.5971
C -1.1164 4.0233 -3.2827
H -0.2655 -3.6138 -5.2434
H 0.0043 -5.1467 -4.3763
H 1.6878 -4.0136 -3.1089
H 1.8919 -3.0175 -5.8369
H 2.7509 -0.9615 -6.8607
H 2.7606 1.1578 -5.5874
H 1.9097 1.1813 -3.2375
H 1.0340 -0.8603 -2.2383
H -3.3133 -4.6367 -1.0458
H -5.1252 -3.4267 0.1203
H -5.0684 -0.9398 0.2389
H -1.5361 3.1734 -0.8411
H -4.2459 3.2349 -1.9815
H -3.8352 3.3445 -0.2486
H -2.6797 1.0562 -3.6909
H -1.9994 1.4643 -6.0232
H -0.7263 3.5046 -6.6070
H -0.1812 5.1506 -4.8491
H -0.8467 4.7292 -2.5055
N 5.2013 4.5233 3.8020
C 4.0979 3.9822 3.1340
C 3.7991 4.3752 1.8293
C 2.6957 3.8548 1.1782
C 1.8749 2.9489 1.8256
C 2.1431 2.5736 3.1302
C 3.2442 3.0924 3.7865
S 0.6298 2.0545 0.9063
O 0.7600 2.4806 -0.4732
O -0.6691 2.3177 1.4899
N 0.9318 0.5074 1.1507
C 2.1475 -0.0397 0.9746
N 2.2156 -1.3723 1.2154
C 3.3665 -1.9732 0.9966
C 4.5008 -1.3025 0.5513
C 4.3567 0.0690 0.4152
N 3.2205 0.7103 0.6285
H 5.9319 4.8675 3.2014
H 5.5586 3.9583 4.5545
H 4.4608 5.0648 1.3163
H 2.4732 4.1095 0.1505
H 1.4980 1.8522 3.6110
H 3.4723 2.7861 4.8019
H 3.3864 -3.0393 1.2127
H 5.4304 -1.8121 0.3446
H 5.1987 0.6961 0.1289

Summary:
HOMO energy ... -4.305 eV
Charge ... -1
LUMO ... 0.0758 Ha
Frontier orbital gap ... 6.4 eV

C49H38CsF3N2O5P2S as an isolated structure. Source: OMol25; level of theory: ωB97M-V with the def2-TZVPD basis set.

Positions of all 101 atoms, in Å:
Cs 2.9345 -0.7336 -0.7094
F 7.0224 1.4241 3.9725
C 6.5580 0.1654 4.0685
F 7.2860 -0.5870 3.2292
F 6.9378 -0.2460 5.3205
C 5.0790 0.0455 3.8814
C 4.3226 -0.4133 4.9413
C 2.9459 -0.5318 4.8015
C 2.4135 -0.1713 3.5682
N 3.1108 0.2763 2.5479
C 4.4583 0.4113 2.6426
S 5.3329 1.0096 1.3021
H 4.8099 -0.6800 5.8698
H 2.3130 -0.8922 5.6002
H 1.3398 -0.2521 3.3958
O 3.5775 1.0407 -4.1750
C 2.7365 1.0790 -3.2648
O 1.9122 0.2030 -2.9219
C 2.7475 2.3683 -2.4195
C 3.1191 3.5709 -3.0803
C 3.1011 4.7380 -2.3835
C 2.7935 4.7086 -0.9983
C 2.7863 5.8565 -0.1768
C 2.5291 5.7477 1.1618
C 2.2849 4.4892 1.7440
C 2.2753 3.3582 0.9755
C 2.5053 3.4511 -0.4190
N 2.4364 2.3094 -1.1553
H 3.3922 3.5037 -4.1235
H 3.3379 5.6897 -2.8485
H 3.0012 6.8217 -0.6239
H 2.5327 6.6337 1.7867
H 2.1190 4.4170 2.8122
H 2.1328 2.3692 1.3906
C -0.8119 -0.8254 0.3764
C -0.9143 0.1388 -0.8041
P -0.9494 1.8471 -0.1247
C -1.0165 2.8824 -1.6316
C -1.6737 4.1116 -1.5878
C -1.6505 4.9700 -2.6734
C -0.9524 4.6224 -3.8203
C -0.2784 3.4125 -3.8673
C -0.3079 2.5453 -2.7845
C -2.7275 1.8984 0.3783
C -3.0376 2.0755 1.7227
C -4.3581 2.0942 2.1549
C -5.3861 1.9411 1.2422
C -5.0924 1.7567 -0.1031
C -3.7765 1.7313 -0.5277
P -1.3721 -2.5211 -0.0958
C -3.1715 -2.1167 -0.1287
C -3.8695 -1.6407 0.9896
C -5.2131 -1.3259 0.9084
C -5.8876 -1.4716 -0.2986
C -5.2092 -1.9265 -1.4134
C -3.8602 -2.2502 -1.3250
C -1.2271 -3.3613 1.5161
C -0.1042 -3.1440 2.3172
C 0.0578 -3.8407 3.5050
C -0.8876 -4.7714 3.9088
C -1.9951 -5.0095 3.1093
C -2.1603 -4.3133 1.9224
H -1.4643 -0.5254 1.2076
H 0.1948 -0.7509 0.7784
H -1.8019 -0.0848 -1.4053
H -0.0366 0.0714 -1.4534
H -2.2148 4.4006 -0.6932
H -2.1707 5.9195 -2.6169
H -0.9222 5.2988 -4.6664
H 0.2956 3.1349 -4.7432
H 0.2656 1.6280 -2.8368
H -2.2300 2.2018 2.4351
H -4.5767 2.2305 3.2078
H -6.4174 1.9532 1.5758
H -5.8922 1.6171 -0.8207
H -3.5475 1.5812 -1.5766
H -3.3471 -1.5222 1.9311
H -5.7323 -0.9496 1.7825
H -6.9399 -1.2201 -0.3687
H -5.7243 -2.0353 -2.3612
H -3.3311 -2.6127 -2.2003
H 0.6695 -2.4669 1.9905
H 0.9428 -3.6553 4.1024
H -0.7574 -5.3179 4.8357
H -2.7382 -5.7419 3.4055
H -3.0350 -4.5090 1.3129
O 0.9494 -6.2619 -1.2783
C 0.6702 -5.3703 -2.2844
C -0.1683 -5.7215 -3.3337
C -0.4540 -4.7986 -4.3301
C 0.0925 -3.5304 -4.2668
C 0.9253 -3.1831 -3.2083
C 1.2328 -4.0973 -2.2097
C 2.1266 -3.6663 -1.0475
O 3.3313 -3.9440 -1.1225
O 1.5602 -2.9482 -0.1877
H 0.4443 -7.0646 -1.4371
H -0.6044 -6.7166 -3.3634
H -1.1098 -5.0749 -5.1484
H -0.1293 -2.7955 -5.0313
H 1.2918 -2.1612 -3.1516

Summary:
HOMO energy ... -2.204 eV
Charge ... -2
LUMO ... 0.1359 Ha
Frontier orbital gap ... 5.9 eV

C49H39CrN5O4PS as an isolated structure. Source: OMol25; level of theory: ωB97M-V with the def2-TZVPD basis set.

Positions of all 100 atoms, in Å:
Cr 0.7829 -0.6627 -0.1392
C 4.5887 1.1866 -1.3524
C 3.4992 0.4634 -0.6173
N 2.2600 0.4026 -1.0838
N 1.9352 1.0787 -2.1782
C 0.6627 0.9336 -2.4822
O -0.0882 0.2211 -1.7266
C 0.1321 1.5803 -3.6837
C 0.9794 2.2668 -4.5578
C 0.4647 2.8965 -5.6736
C -0.8980 2.8579 -5.9311
C -1.7404 2.1759 -5.0673
C -1.2357 1.5269 -3.9569
C 3.6904 -0.2081 0.6020
C 4.9405 -0.2391 1.2614
C 5.0721 -0.8570 2.4705
C 3.9443 -1.5046 3.0045
C 2.7611 -1.4715 2.3031
N 2.5764 -0.8254 1.1468
H 4.1451 1.7027 -2.1983
H 5.3365 0.4839 -1.7216
H 5.0757 1.9166 -0.7063
H 2.0349 2.2905 -4.3411
H 1.1255 3.4282 -6.3421
H -1.2995 3.3713 -6.7920
H -2.8033 2.1523 -5.2576
H -1.8843 0.9811 -3.2871
H 5.7788 0.2456 0.7915
H 6.0095 -0.8571 3.0028
H 4.0013 -2.0344 3.9401
H 1.9213 -2.0188 2.6993
C -7.0474 -3.9056 1.6663
C -5.8910 -3.0769 1.1971
C -4.7074 -3.0050 1.9218
C -3.6245 -2.2817 1.4447
C -3.7290 -1.6312 0.2332
C -4.9051 -1.6795 -0.4969
C -5.9835 -2.3965 -0.0129
S -2.3588 -0.6860 -0.4377
O -2.8121 -0.2122 -1.7200
O -2.0144 0.3221 0.5443
N -1.0510 -1.6309 -0.4996
C -0.9484 -2.7494 -1.2445
C -1.9919 -3.4798 -1.8051
C -1.7375 -4.6759 -2.4711
C -0.4679 -5.1906 -2.5774
C 0.6234 -4.4739 -2.0581
C 1.9620 -4.9108 -2.1406
C 2.9557 -4.0886 -1.6740
C 2.6292 -2.8405 -1.1422
N 1.3821 -2.4154 -0.9893
C 0.3830 -3.2256 -1.4250
H -6.8640 -4.3251 2.6529
H -7.2059 -4.7262 0.9657
H -7.9643 -3.3192 1.6983
H -4.6338 -3.5247 2.8671
H -2.7044 -2.2238 2.0009
H -4.9473 -1.1566 -1.4394
H -6.9070 -2.4346 -0.5742
H -3.0028 -3.1149 -1.7179
H -2.5686 -5.2154 -2.8988
H -0.2897 -6.1341 -3.0710
H 2.1882 -5.8748 -2.5731
H 3.9917 -4.3879 -1.7205
H 3.4200 -2.1668 -0.8363
O -0.0395 -2.4414 1.7548
C -0.0131 -1.2320 1.6852
C -0.4236 -0.3343 2.7566
C -0.9522 -0.8098 3.9632
C -1.3779 0.0830 4.9244
C -1.2715 1.4521 4.7068
C -0.7389 1.9353 3.5213
C -0.3184 1.0466 2.5494
P 0.3975 1.4767 0.9471
C -0.5077 2.9838 0.4441
C -1.5135 2.9148 -0.5132
C -2.2358 4.0491 -0.8438
C -1.9499 5.2609 -0.2363
C -0.9335 5.3378 0.7027
C -0.2157 4.2090 1.0460
C 1.9795 2.2359 1.4822
C 2.5917 1.9760 2.7042
C 3.8246 2.5374 2.9967
C 4.4543 3.3604 2.0806
C 3.8492 3.6252 0.8627
C 2.6247 3.0618 0.5643
H -1.0144 -1.8767 4.1200
H -1.8044 -0.2834 5.8461
H -1.6103 2.1448 5.4645
H -0.6679 3.0012 3.3517
H -1.7406 1.9716 -0.9822
H -3.0309 3.9788 -1.5724
H -2.5114 6.1448 -0.4974
H -0.6982 6.2798 1.1763
H 0.5863 4.2826 1.7690
H 2.1150 1.3297 3.4285
H 4.2962 2.3330 3.9462
H 5.4169 3.7911 2.3086
H 4.3313 4.2686 0.1430
H 2.1510 3.2552 -0.3905

Summary:
HOMO energy (alpha / beta) ... -7.013 / -7.054 eV
LUMO (alpha / beta) ... -0.0218 / -0.0236 Ha
Frontier orbital gap (alpha / beta) ... 6.4 / 6.4 eV
2S+1 ... 2

So what do the calculations give for max |F|? Going down the list: 1.29; 1.71; 2.92 eV/Å.
So what do the calculations give for energy? Going down the list: -102856.45186; -102766.53271; -115633.19312 eV.